Below is a molecular structure, C29H43LiN2O2P2Se2Te, with properties calculated with ωB97M-V/def2-TZVPD.

Output
Total charge: -2
Total energy, eV: -194617.669
HOMO, eV: -1.115
Relative energy (zero: lowest compared OMol25 entry of this formula, charge and spin), kJ/mol: 0.0
LUMO, eV: 3.260
HOMO-LUMO gap, Eh: 0.1608

```
82
Properties=species:S:1:pos:R:3:lowdin_charge:R:1
H 4.841 4.641 -1.299 0.05
C -1.377 -4.929 -0.289 -0.22
Li 0.510 1.806 0.610 0.23
C -1.675 -7.320 -0.234 -0.10
H 3.350 -0.454 2.679 0.07
H -1.895 5.865 4.168 0.09
C -4.147 2.952 3.046 -0.20
C -0.647 -7.425 0.728 -0.10
O 4.554 4.541 -2.211 -0.09
P 0.845 -1.222 1.193 0.98
H 3.246 -2.906 2.581 0.07
C 2.690 -1.591 0.940 -0.73
H 2.689 -3.763 1.144 0.05
C 2.316 4.120 -1.188 -0.60
C 2.786 4.589 0.203 -0.62
H -3.476 -1.953 -3.369 0.07
C 3.253 -2.903 1.489 -0.11
H 0.706 2.130 -1.832 -0.05
C -1.645 -0.959 -2.742 -0.73
C 2.880 -1.535 -0.582 -0.11
N -1.761 -3.722 -0.766 0.13
C -3.515 -1.258 -0.542 -0.33
H 2.796 4.568 -3.235 0.07
C 3.428 -0.418 1.590 -0.12
H 4.295 -3.010 1.160 0.08
H 3.262 2.255 -0.633 0.10
H 3.005 5.933 -2.120 0.12
H 3.879 4.525 0.272 0.02
C -1.119 -2.652 -0.351 -0.36
C -3.877 5.040 4.217 -0.14
H -3.280 0.470 -2.935 0.07
C 0.849 4.511 -1.408 -0.59
C 2.521 2.601 -1.354 -0.25
H -2.825 -5.999 -1.467 0.11
H 2.889 2.395 -2.362 0.11
H -3.847 -2.182 -1.019 0.02
H -2.102 0.517 -4.255 0.09
H 3.039 0.548 1.256 0.03
C -0.039 -2.766 0.610 -0.37
H 3.936 -1.659 -0.843 0.08
P -1.722 -0.945 -0.849 0.89
C -2.534 5.044 3.859 -0.12
H 0.918 -2.522 3.276 0.02
C 0.006 -6.308 1.169 -0.02
H -0.951 4.034 2.819 0.05
C -2.001 4.011 3.098 -0.16
H -0.372 -8.398 1.118 0.09
C -0.347 -5.035 0.665 -0.22
H 4.491 -0.458 1.327 0.09
H -5.736 3.972 4.069 0.08
C 0.623 -1.509 2.999 -0.28
H 0.400 -0.235 -2.566 0.06
H -1.702 1.235 -2.697 0.04
H -4.086 -0.402 -0.897 0.02
C -4.684 3.985 3.804 -0.14
H 2.538 -0.576 -0.978 0.06
C -2.215 0.395 -3.173 -0.11
H -2.153 -2.030 -4.538 0.08
C -2.035 -6.099 -0.733 -0.02
C -2.395 -2.077 -3.469 -0.11
H 0.275 -1.991 -2.789 0.07
O 1.336 1.837 -1.117 -0.29
H 2.501 5.632 0.354 0.04
H 0.760 5.599 -1.385 0.05
H -2.184 -8.212 -0.578 0.09
C -2.799 2.944 2.674 -0.69
N 0.298 -3.931 1.112 0.12
C 3.151 4.852 -2.246 -0.25
H 2.310 -2.328 -1.077 0.07
H 0.232 4.110 -0.608 0.03
H -0.001 -0.894 -4.159 0.08
H 1.196 -0.768 3.554 0.04
H -2.128 -3.059 -3.093 0.05
H -4.293 5.850 4.807 0.08
C -0.152 -1.025 -3.083 -0.11
H -0.433 -1.356 3.223 0.02
Se 2.147 3.574 1.776 0.31
H -4.784 2.136 2.721 0.07
H 0.796 -6.371 1.907 0.11
Te -2.035 1.389 1.442 0.65
H -3.650 -1.326 0.536 0.00
Se 0.077 3.878 -3.127 0.32
```

Below is a molecular structure, C29H43N3O4SiTi, with properties calculated with ωB97M-V/def2-TZVPD.

Output
Total charge: +1
Total energy, eV: -74425.227
2S+1: 2
HOMO (spin up / spin down), eV: -10.579 / -10.854
Relative energy (zero: lowest compared OMol25 entry of this formula, charge and spin), kJ/mol: 87.1
LUMO (spin up / spin down), eV: -2.877 / -2.847
⟨S²⟩: 0.757
HOMO-LUMO gap (spin up / spin down), Eh: 0.2831 / 0.2943

```
81
Properties=species:S:1:pos:R:3:lowdin_charge:R:1
Ti 1.071 -1.536 -0.324 1.00
C 0.293 4.320 -0.200 -0.02
H 1.075 4.299 -2.764 0.08
H -1.366 -0.992 -5.779 0.14
H 2.823 3.452 0.540 0.09
C -3.149 -0.050 0.238 -0.01
C -1.637 -5.410 0.977 -0.04
H -1.634 2.355 5.038 0.09
H 0.359 5.317 -0.676 0.10
H -0.789 3.979 -0.265 0.10
C 2.834 -1.387 -1.558 -0.13
H 3.242 -3.489 2.619 0.12
H 3.995 0.516 -0.133 0.12
C -1.581 -5.064 -0.310 0.00
H 1.159 2.893 3.514 0.11
H -2.823 0.425 1.199 0.08
H 4.647 0.520 2.299 0.12
C -0.791 -4.717 1.824 -0.03
H -2.698 1.051 -3.035 0.09
C 3.991 -1.493 2.644 -0.09
C -0.842 -1.180 -4.826 -0.04
H -4.681 1.914 -0.619 0.10
H -3.566 3.022 -1.292 0.09
C 3.826 -0.389 0.486 -0.04
O 0.253 -0.171 0.685 -0.30
H 0.695 0.540 -2.400 0.08
H -2.549 2.690 3.517 0.07
H -1.774 -3.060 -4.462 0.15
H 2.942 4.728 -0.651 0.09
H 3.112 -0.489 -2.059 0.07
C -1.576 2.632 3.972 -0.01
O -1.364 1.391 -0.824 -0.10
C 0.316 -0.303 -2.913 -0.07
N 0.068 -3.393 0.063 0.02
H -1.218 3.691 3.965 0.10
H 1.051 1.373 4.479 0.09
H 1.996 2.821 -2.816 0.08
C 1.275 3.340 -0.856 -0.65
H -0.132 0.781 -4.772 0.12
N 0.070 -1.470 -2.246 0.03
C -0.752 -4.003 -0.775 -0.23
C 1.116 3.295 -2.370 -0.03
H -2.306 -6.221 1.253 0.13
C 0.786 1.822 3.529 -0.02
C -0.665 -2.418 -2.786 -0.27
H 3.412 3.122 -1.228 0.10
Si -0.274 1.350 0.430 0.08
H 1.361 1.287 2.822 0.05
C -0.692 1.651 3.172 -0.64
H -0.519 -0.525 2.831 0.08
C 2.712 3.669 -0.520 -0.03
H -3.381 2.569 0.342 0.06
H 2.942 -2.319 -2.120 0.09
C -3.021 0.366 -2.248 -0.01
H -4.060 0.072 -2.369 0.09
H -0.885 -4.976 2.884 0.13
C 0.030 -3.744 1.322 -0.13
C 3.468 -2.576 2.031 -0.10
O -0.856 1.987 1.826 -0.09
H -4.208 -0.271 0.296 0.09
C -1.067 0.196 3.477 -0.03
H -2.637 -0.952 -0.117 0.08
H 0.708 -3.244 2.021 0.12
O 1.002 2.040 -0.336 -0.12
H -2.263 -5.504 -1.019 0.12
C -1.102 -2.254 -4.051 -0.04
C -0.110 -0.170 -4.245 -0.02
C 4.157 -0.348 1.839 -0.05
H -0.827 0.058 4.534 0.09
H 0.556 4.436 0.847 0.08
C 3.356 -1.530 -0.219 -0.39
H 4.274 -1.474 3.750 0.14
H 0.113 2.786 -2.591 0.11
H -2.428 -0.530 -2.326 0.04
N -0.819 -3.743 -2.173 0.16
H 2.861 -3.592 0.124 0.11
C -2.775 1.014 -0.860 -0.58
H -1.488 -4.317 -2.606 0.11
H -2.085 -0.016 3.303 0.06
C 3.084 -2.658 0.638 -0.11
C -3.639 2.206 -0.592 -0.03
```

Below is a molecular structure, C29H43N3O7P2Sn, with properties calculated with ωB97M-V/def2-TZVPD.

Output
Total charge: +2
Total energy, eV: -73955.749
HOMO (spin up / spin down), eV: -12.550 / -12.550
Relative energy (zero: lowest compared OMol25 entry of this formula, charge and spin), kJ/mol: 0.0
LUMO (spin up / spin down), eV: -7.874 / -7.887
HOMO-LUMO gap (spin up / spin down), Eh: 0.1718 / 0.1714

```
85
Properties=species:S:1:pos:R:3:lowdin_charge:R:1
O 5.423 -3.191 -1.223 0.11
H -2.584 3.954 -1.172 0.11
C -4.975 3.199 1.298 -0.17
O 2.360 -1.652 -1.393 -0.28
C 3.418 1.606 1.662 -0.15
C -4.407 1.840 1.554 -0.12
H 3.017 -1.188 4.880 0.12
C -5.499 0.643 -0.381 -0.17
C 3.669 -0.663 1.980 -0.15
O -0.311 -1.487 -2.066 -0.21
C 1.121 -4.526 -3.294 0.13
C -2.082 0.428 -0.513 -0.51
C -4.747 0.705 0.912 -0.15
H 0.182 -5.013 -3.561 0.15
H 5.177 -2.168 2.037 0.13
C -3.475 3.437 -0.787 -0.14
C 1.876 2.154 3.657 0.00
H -5.173 -0.246 -0.947 0.11
H -3.518 2.045 -2.376 0.08
C -2.549 -2.363 0.609 -0.23
H 4.573 3.373 1.317 0.12
C 3.567 -4.462 -3.262 0.13
H -1.408 3.124 0.509 0.03
H 5.927 -0.067 0.286 0.13
N 4.731 -2.601 -2.067 -0.30
C 3.508 -3.281 -2.557 -0.05
H -6.119 2.649 -0.996 0.12
H -5.733 1.539 -2.304 0.12
H 3.536 -2.748 2.401 0.09
O 1.404 -6.789 -4.894 0.10
C 1.069 -3.323 -2.588 -0.06
H -6.013 3.144 0.948 0.11
H -2.743 0.276 2.495 0.01
C 4.112 -2.055 1.777 0.02
H -5.003 3.703 2.277 0.12
P -1.548 -0.870 0.726 0.73
H -2.292 -3.003 1.468 0.07
H -4.814 4.909 -0.009 0.13
H 3.491 2.925 -0.011 0.10
C 2.361 -5.060 -3.656 -0.11
H -1.639 -0.990 3.116 0.07
C 2.821 -0.166 3.008 -0.14
P -0.677 1.472 -1.132 0.74
O -1.205 -3.516 -2.153 0.14
H 1.886 -1.934 3.742 0.10
H -2.634 -0.042 -1.343 0.08
C 4.053 0.436 1.166 -0.14
H -3.792 1.810 2.459 0.10
N 2.443 -6.221 -4.507 -0.31
H -3.615 -2.102 0.657 0.05
H 2.476 2.525 4.504 0.12
H -6.566 0.474 -0.157 0.13
O 4.946 -1.462 -2.506 0.09
H -4.604 -0.268 1.399 0.10
C -1.746 -0.169 2.388 -0.23
H 1.543 3.030 3.084 0.08
H 4.017 -2.362 0.724 0.07
C -5.401 1.880 -1.312 -0.17
H -0.590 1.101 -3.512 0.06
Sn 0.806 -0.544 -0.437 1.06
H -1.823 2.321 -3.100 0.03
C -4.146 4.116 0.367 -0.17
O 3.590 -6.606 -4.833 0.09
C 4.945 0.343 0.001 0.02
H 4.527 -0.332 -0.757 0.06
C -4.035 2.441 -1.497 -0.14
C 2.258 -0.969 4.112 0.01
H -2.762 1.116 -0.006 -0.01
H 0.993 1.652 4.075 0.08
C 2.287 -2.680 -2.187 -0.24
N -0.204 -2.803 -2.236 -0.21
C -0.443 2.751 0.142 -0.23
H 0.116 3.588 -0.302 0.07
H -0.978 0.589 2.603 0.04
H -2.334 -2.917 -0.317 0.03
C 3.579 2.958 1.084 0.00
H 4.523 -4.904 -3.531 0.16
C 2.660 1.235 2.806 -0.15
H 1.433 -0.438 4.601 0.08
H -3.384 4.630 0.975 0.11
H 5.099 1.322 -0.465 0.10
H -0.100 2.758 -3.077 0.07
C -0.820 1.958 -2.859 -0.22
H 2.826 3.650 1.475 0.08
H 0.143 2.373 0.994 0.02
```